122
Properties=species:S:1:pos:R:3:forces:R:3 method="wB97M-V/def2-TZVPD" total_charge=+1 e_tot_ha=-3190.05568
C 3.61731 -6.73006 0.94210 0.383 0.208 -0.115
C 4.94479 -5.95009 1.04675 -0.077 -0.306 -0.454
C 5.41537 -5.48159 -0.33545 -0.424 0.251 0.108
C 4.63292 -4.26607 -0.84767 -0.278 -0.030 -0.277
C 4.55926 -4.20347 -2.38633 0.256 0.292 -0.048
C 4.78493 -2.80285 -2.97059 0.088 0.089 0.292
C 3.92024 -1.69417 -2.34926 -0.089 0.091 0.012
C 2.71517 -1.37425 -3.22498 0.163 -0.200 0.303
N 1.72800 -0.54106 -2.50818 0.011 0.391 -0.351
C 2.33174 0.75998 -2.10032 -0.114 -0.101 0.518
C 1.39852 1.95811 -2.01678 0.465 0.469 0.291
C 2.19769 3.20124 -1.55935 -0.029 -0.394 -0.191
C 2.47225 3.25936 -0.04803 0.290 0.349 -0.317
C 3.89014 2.81176 0.34849 -0.049 0.122 0.260
C 4.90020 3.96402 0.46596 0.231 0.100 0.065
C 5.92623 3.77152 1.58122 0.300 -0.117 -0.120
C 6.78062 2.50394 1.41594 0.120 0.226 0.221
C 0.55482 -0.40165 -3.28368 -0.542 0.097 -0.137
S 0.44119 0.04695 -4.84302 0.194 -0.162 -0.051
S -0.85849 -0.79356 -2.30826 0.394 -0.349 0.038
C -2.14166 -1.09777 -3.54867 -0.094 0.159 0.103
C -3.26344 -1.97126 -2.96434 0.077 0.241 -0.228
C -4.48695 -1.19812 -2.47066 -0.040 -0.293 0.210
C -4.34014 -0.50751 -1.10312 0.020 0.518 -0.198
O -3.46271 -1.13904 -0.19700 0.167 -0.068 -0.034
C -3.76174 0.91812 -1.22924 -0.026 0.026 -0.186
N -4.79717 1.99094 -1.32231 -0.022 -1.129 0.859
C -5.50152 2.00764 -0.14735 -0.276 0.121 0.142
N -5.92586 3.17524 0.41562 0.353 -0.299 -0.021
N -5.73266 0.83545 0.47246 0.758 -0.018 -1.226
C -5.72828 -0.31732 -0.46680 0.088 -0.447 0.051
B -6.34815 -1.62602 0.22791 -0.357 -0.223 -0.034
O -5.77598 -2.83764 -0.01390 0.261 0.529 0.534
O -7.47449 -1.52422 1.00764 0.594 0.097 0.297
C -7.29893 -1.26429 2.41644 -0.341 0.305 0.025
C -8.33631 -2.00740 3.21912 0.099 -0.002 0.344
H 3.07428 -6.43170 0.04296 -0.153 0.079 0.104
H 3.82376 -7.79505 0.83851 -0.109 -0.040 0.083
H 2.98550 -6.56141 1.81185 -0.080 -0.147 -0.005
H 4.82724 -5.09618 1.71483 0.160 0.009 0.062
H 5.70654 -6.62380 1.44111 0.006 0.178 0.314
H 5.25638 -6.30615 -1.03642 0.196 -0.057 -0.010
H 6.47719 -5.22885 -0.32982 0.051 -0.158 -0.038
H 5.07345 -3.34091 -0.46749 0.111 -0.066 0.089
H 3.61282 -4.29044 -0.45281 0.035 -0.002 0.092
H 3.60639 -4.59555 -2.75107 0.009 -0.150 0.096
H 5.35204 -4.84485 -2.77899 -0.130 -0.078 -0.164
H 4.62241 -2.81315 -4.05206 0.049 -0.063 -0.018
H 5.83764 -2.54772 -2.82721 -0.002 -0.002 0.008
H 4.53600 -0.80745 -2.18859 -0.082 0.076 -0.094
H 3.54445 -1.97125 -1.36141 0.067 -0.128 -0.007
H 2.23501 -2.32162 -3.48455 -0.121 0.072 -0.047
H 3.02631 -0.88897 -4.15702 0.021 0.013 -0.006
H 2.72716 0.60571 -1.09353 0.142 -0.072 -0.069
H 3.19012 1.00437 -2.73495 -0.145 -0.015 -0.260
H 0.94238 2.19434 -2.97652 -0.130 -0.214 -0.017
H 0.63014 1.77415 -1.26086 -0.233 -0.080 -0.230
H 1.67811 4.09293 -1.91177 -0.086 0.022 0.150
H 3.15345 3.18840 -2.09359 0.009 0.168 0.000
H 1.70941 2.69679 0.49629 0.009 -0.098 -0.046
H 2.37145 4.30156 0.26462 -0.124 -0.048 0.145
H 4.27405 2.08579 -0.37097 -0.103 -0.148 0.071
H 3.84443 2.30837 1.31938 0.005 -0.053 -0.023
H 4.38511 4.91240 0.63840 -0.054 -0.023 -0.009
H 5.46399 4.10095 -0.46157 -0.161 -0.012 -0.107
H 5.44625 3.76971 2.56417 -0.186 -0.046 -0.085
H 6.59538 4.63407 1.56489 -0.086 0.071 0.117
H 7.12266 2.14067 2.38636 -0.005 -0.048 -0.018
H 6.24643 1.68997 0.92615 -0.024 -0.016 0.012
H 7.68055 2.73005 0.84245 -0.078 -0.105 -0.170
H -2.52601 -0.14795 -3.92381 -0.038 -0.032 -0.099
H -1.67047 -1.59437 -4.39441 0.131 0.005 0.057
H -3.59934 -2.64335 -3.75487 -0.034 0.014 -0.004
H -2.84418 -2.61053 -2.18494 -0.093 -0.066 0.017
H -4.74551 -0.43606 -3.21305 -0.035 0.002 -0.004
H -5.34077 -1.88191 -2.44168 0.038 -0.015 0.110
H -3.51977 -2.09864 -0.28403 -0.183 0.042 0.090
H -3.21598 1.10126 -0.30425 0.116 0.139 -0.088
H -3.05838 1.04322 -2.04743 -0.068 -0.052 -0.072
H -5.40324 1.89693 -2.13671 0.323 0.930 -0.272
H -6.90031 3.42635 0.43675 -0.067 -0.344 0.696
H -5.23906 3.82584 0.76308 -0.078 0.466 -0.774
H -5.16496 0.68645 1.30631 -0.976 0.186 0.607
H -6.41558 -0.05180 -1.27744 -0.135 0.087 0.108
H -6.03391 -3.46779 0.68931 -0.191 -0.640 -0.573
H -6.28634 -1.52396 2.74673 -0.022 -0.181 -0.104
H -7.42361 -0.18953 2.58116 0.045 0.005 -0.030
H -8.29791 -3.08164 3.04454 -0.014 0.017 -0.122
H -8.13886 -1.84359 4.28105 -0.015 0.003 -0.012
H -9.33524 -1.62618 3.01577 -0.018 -0.095 -0.151
C -6.01289 -6.19882 -0.23298 0.209 -0.023 -0.127
O -6.20618 -5.59577 0.82254 -0.080 0.095 0.082
N -6.28228 -7.52073 -0.37923 -0.015 0.056 0.128
N -5.53470 -5.54984 -1.33004 0.031 -0.012 0.101
H -6.13840 -8.02237 -1.23576 -0.006 0.022 -0.016
H -6.64962 -8.01057 0.41653 0.000 -0.010 -0.006
H -5.35093 -4.57654 -1.18479 0.037 0.189 -0.210
H -5.36977 -5.96774 -2.22616 -0.041 -0.107 0.048
C 6.60228 7.88752 1.83705 0.090 0.053 -0.003
O 6.61092 7.28146 0.77594 -0.086 -0.074 0.004
N 7.68356 8.54287 2.33245 0.052 -0.072 0.053
N 5.48322 7.95802 2.62764 -0.093 -0.065 0.037
H 7.67068 9.03695 3.21106 0.026 0.131 -0.065
H 8.52100 8.52253 1.78240 -0.016 -0.011 -0.016
H 4.65837 7.49180 2.30298 0.012 0.004 -0.018
H 5.46501 8.46081 3.49474 0.054 0.043 -0.022
C 7.50172 10.94350 5.75196 0.065 0.064 0.042
O 7.52491 10.38361 4.66454 -0.124 -0.109 0.029
N 8.58758 11.59754 6.24827 0.022 -0.012 -0.013
N 6.39010 10.95814 6.54177 -0.013 -0.036 -0.015
H 8.59444 12.06693 7.13349 -0.014 0.001 -0.001
H 9.41734 11.60435 5.68493 -0.005 0.000 -0.003
H 5.57301 10.49046 6.19854 -0.003 0.014 0.000
H 6.35213 11.41442 7.43306 0.014 0.009 -0.005
C -10.34687 -6.33847 -0.84875 -0.038 -0.022 -0.018
O -10.28150 -6.78159 -1.98166 0.021 0.011 -0.002
N -9.22799 -6.02205 -0.12951 -0.082 0.065 0.019
N -11.53901 -6.12576 -0.21254 -0.008 0.031 -0.014
H -9.23633 -5.65321 0.80205 0.002 -0.010 0.002
H -8.34787 -6.17849 -0.57978 -0.050 -0.020 0.018
H -12.37441 -6.35474 -0.71766 0.007 -0.014 -0.003
H -11.61346 -5.76707 0.71974 0.016 -0.017 0.006

---

118
Properties=species:S:1:pos:R:3:forces:R:3 method="wB97M-V/def2-TZVPD" total_charge=+1 e_tot_ha=-2354.82312
O 0.24875 -2.18902 -2.82910 -0.250 -0.061 -0.111
C 0.83070 -1.31519 -3.77857 0.027 -0.019 0.007
C 0.22430 0.07849 -3.76439 0.032 0.018 0.035
N -1.24145 0.19223 -4.07245 -0.192 0.080 -0.033
C -2.20085 -0.45425 -3.08580 -0.242 0.164 0.241
C -3.26567 -1.19260 -3.89912 0.193 0.016 -0.123
C -2.79212 -1.19861 -5.36644 0.127 -0.236 0.113
C -1.63652 -0.21253 -5.48261 0.030 0.116 -0.029
H -0.14281 -2.95511 -3.26991 0.228 0.099 0.135
H 1.87784 -1.16336 -3.50106 0.035 -0.018 -0.097
H 0.83029 -1.74433 -4.78296 -0.084 -0.022 0.016
H 0.72956 0.67092 -4.52866 0.057 0.067 0.079
H 0.38412 0.56683 -2.80239 -0.063 -0.031 0.020
H -1.44079 1.18796 -4.00642 0.117 0.009 -0.078
H -2.64974 0.35658 -2.51487 0.088 0.013 0.040
H -1.63806 -1.07299 -2.39874 0.067 -0.098 -0.170
H -4.22297 -0.69175 -3.78391 -0.045 -0.022 -0.080
H -3.37467 -2.21557 -3.54682 -0.089 0.044 0.110
H -3.58527 -0.92329 -6.05703 -0.008 0.025 0.027
H -2.45283 -2.20037 -5.62760 -0.014 -0.003 -0.080
H -1.93127 0.69062 -6.01355 -0.037 -0.033 -0.023
H -0.76378 -0.63097 -5.97793 0.039 -0.016 0.080
C 2.22709 1.45278 -0.97899 0.027 -0.226 0.030
O 1.66299 2.49630 -1.26009 -0.077 -0.054 -0.093
N 3.51827 1.17625 -1.22154 -0.009 0.149 -0.075
C 4.11004 -0.10165 -0.87918 0.007 -0.038 0.074
C 4.34796 2.21348 -1.81759 0.039 -0.013 -0.001
H 1.69582 0.61062 -0.50043 0.063 -0.008 0.035
H 4.91935 0.01831 -0.15769 -0.011 0.027 0.009
H 4.51284 -0.59905 -1.76346 -0.020 0.014 -0.015
H 3.34980 -0.74312 -0.43483 0.013 -0.014 -0.005
H 4.36881 3.10160 -1.18682 -0.006 -0.011 0.020
H 3.96148 2.50899 -2.79307 -0.009 -0.020 -0.005
H 5.35826 1.82846 -1.93097 0.001 0.018 -0.011
C -3.77395 1.32866 -8.54029 -0.011 -0.090 0.074
O -3.37205 1.45061 -7.38848 -0.027 0.031 -0.052
N -3.13976 0.60514 -9.47378 0.115 0.031 0.050
C -3.66039 0.42965 -10.81568 -0.012 0.055 -0.034
C -1.88736 -0.02608 -9.08720 -0.223 0.037 0.001
H -4.70323 1.79857 -8.88988 -0.004 0.013 -0.009
H -3.84747 -0.62397 -11.02606 -0.003 -0.006 0.019
H -2.96472 0.81778 -11.56031 0.011 0.010 0.011
H -4.59960 0.97223 -10.90432 0.002 -0.010 -0.024
H -2.07091 -0.66748 -8.22450 0.131 -0.088 -0.029
H -1.15436 0.73202 -8.80865 0.051 -0.034 -0.010
H -1.50386 -0.62370 -9.90940 -0.034 0.020 -0.031
C -0.23578 -1.86065 1.48720 0.044 -0.208 -0.171
O -0.14832 -2.64010 2.41113 -0.077 0.225 0.192
N -0.83974 -0.65512 1.50891 0.162 -0.040 -0.017
C -0.89328 0.12777 0.29890 -0.126 0.093 0.024
C -1.44871 -0.16906 2.73898 -0.039 -0.049 0.034
H 0.18666 -2.09571 0.49003 0.012 -0.016 -0.002
H -0.38432 1.09066 0.39372 -0.003 -0.009 0.057
H -1.92879 0.32126 0.00273 -0.007 -0.002 0.007
H -0.40767 -0.45268 -0.48772 -0.030 0.102 -0.074
H -0.71494 -0.09391 3.54001 0.020 0.008 -0.017
H -2.22956 -0.85010 3.07568 -0.012 0.012 0.007
H -1.88084 0.81147 2.55336 0.003 0.003 0.022
C -0.46723 1.07773 6.42460 -0.008 -0.003 0.037
O -1.60408 0.66128 6.28580 0.023 0.007 -0.083
N -0.09799 2.35521 6.21916 -0.059 0.021 -0.077
C 1.26028 2.81855 6.40871 0.038 -0.066 0.102
C -1.11635 3.30615 5.81366 -0.035 0.058 -0.015
H 0.36765 0.42799 6.73652 -0.001 -0.002 0.002
H 1.30498 3.59091 7.17622 0.007 0.002 -0.013
H 1.66351 3.23879 5.48399 -0.014 -0.020 -0.017
H 1.88106 1.97455 6.70763 0.023 0.020 0.000
H -1.90922 3.36658 6.55946 0.012 -0.007 0.016
H -1.57532 2.99981 4.87190 0.010 0.009 -0.013
H -0.65726 4.28601 5.71065 -0.014 -0.010 0.021
C 0.21525 -6.78853 -0.70637 -0.024 0.050 0.016
O 0.22836 -7.05555 -1.89799 -0.019 0.017 -0.024
N 1.00589 -5.87155 -0.12798 0.137 -0.049 -0.026
C 0.93113 -5.54084 1.28393 -0.089 0.030 -0.137
C 1.95218 -5.14513 -0.96060 -0.037 0.019 -0.002
H -0.46876 -7.28215 0.00372 0.013 -0.015 -0.006
H 0.66832 -4.49107 1.40556 0.018 -0.025 0.174
H 1.88271 -5.73065 1.78342 0.004 -0.031 -0.020
H 0.15806 -6.14064 1.76154 0.013 -0.022 -0.009
H 1.42813 -4.58476 -1.73902 -0.001 0.024 0.035
H 2.66399 -5.81199 -1.44360 0.009 -0.017 0.019
H 2.50333 -4.45392 -0.32576 0.004 0.018 -0.022
C 5.25841 -7.73687 -1.73186 -0.024 0.015 -0.035
O 4.82278 -6.60149 -1.82994 0.013 -0.017 0.018
N 4.58856 -8.84154 -2.10163 -0.046 0.031 -0.002
C 5.15751 -10.16456 -1.96648 0.047 -0.024 0.021
C 3.25210 -8.69501 -2.65782 -0.002 -0.036 -0.016
H 6.26012 -7.95088 -1.32538 0.002 0.006 0.002
H 5.23865 -10.66008 -2.93583 -0.001 0.021 -0.012
H 4.54983 -10.79027 -1.31008 -0.010 0.020 0.009
H 6.15507 -10.08393 -1.53755 -0.002 -0.020 -0.002
H 3.27165 -8.08147 -3.55886 0.022 -0.003 -0.007
H 2.57196 -8.21904 -1.95356 0.006 -0.006 0.029
H 2.86924 -9.68256 -2.90464 -0.015 0.013 -0.012
C 0.87181 6.78501 5.97578 0.004 0.100 0.080
O 0.76599 6.01940 6.91790 -0.021 -0.056 -0.085
N 2.02069 7.38755 5.61859 0.024 -0.053 0.011
C 2.09542 8.30314 4.50131 -0.036 0.026 -0.022
C 3.21322 7.11669 6.40363 0.022 0.033 -0.007
H 0.01780 7.05967 5.33464 -0.002 -0.015 -0.004
H 2.79867 7.94785 3.74538 -0.001 -0.020 0.008
H 2.41005 9.29675 4.82548 -0.006 -0.003 0.021
H 1.11112 8.38871 4.04372 0.010 0.013 -0.011
H 3.46077 6.05503 6.38222 -0.009 -0.004 -0.018
H 3.06540 7.40234 7.44495 -0.015 0.012 -0.002
H 4.04042 7.68720 5.98760 0.009 -0.010 0.016
C -4.22181 6.22709 7.40841 0.012 -0.009 -0.053
O -4.55104 7.26879 6.87568 0.022 -0.005 0.009
N -4.93833 5.08491 7.34449 -0.038 0.033 0.029
C -4.49041 3.85839 7.96589 0.061 -0.024 -0.072
C -6.18806 5.09944 6.60655 -0.014 -0.035 -0.001
H -3.29071 6.12223 7.99083 -0.001 0.009 0.005
H -4.33843 3.07735 7.21695 0.021 -0.030 0.033
H -5.20656 3.49157 8.70361 -0.022 0.057 0.009
H -3.54147 4.04304 8.46764 -0.007 -0.037 0.025
H -6.02244 5.37770 5.56511 0.019 -0.005 -0.001
H -6.88438 5.82148 7.03346 0.009 0.002 0.018
H -6.62865 4.10560 6.64925 -0.014 0.010 -0.010